(1)
{"formula": "C6H12N", "method": "ωB97M-V with the def2-TZVPD basis set", "symbols": ["C", "C", "C", "C", "C", "C", "N", "H", "H", "H", "H", "H", "H", "H", "H", "H", "H", "H", "H"], "xyz": [[-1.186, -2.432, -0.169], [-0.310, -1.621, -0.175], [0.812, -0.779, 0.085], [1.325, -0.741, 1.450], [0.267, 0.939, -0.306], [-0.378, 0.902, -1.692], [-0.868, 1.360, 0.615], [-1.900, -3.177, -0.523], [1.526, -0.971, -0.678], [1.577, -1.774, 1.805], [2.331, -0.094, 1.449], [0.673, -0.272, 2.186], [1.059, 1.734, -0.065], [-0.455, 1.905, -2.167], [0.272, 0.236, -2.337], [-1.306, 0.508, -1.654], [-1.393, 1.929, -0.050], [-0.707, 1.899, 1.402], [-1.340, 0.450, 0.827]], "energy_ev": -7896.847, "total_charge": 1, "e_above_lowest_ev": 3.214, "lumo_ev": -3.4}

=====

(2)
{"formula": "C6H12N", "method": "ωB97M-V with the def2-TZVPD basis set", "symbols": ["C", "N", "C", "C", "C", "C", "C", "H", "H", "H", "H", "H", "H", "H", "H", "H", "H", "H", "H"], "xyz": [[-1.588, 1.400, -1.410], [-1.329, 1.246, -0.161], [-0.631, 0.185, 0.507], [-0.328, 0.405, 1.788], [-0.156, -0.964, -0.340], [1.314, -0.809, -0.725], [2.250, -1.279, 0.407], [-1.848, 2.397, -1.736], [-1.839, 0.574, -2.066], [-1.351, 2.100, 0.395], [-0.342, 1.414, 2.183], [-0.104, -0.445, 2.415], [-0.335, -1.938, 0.117], [-0.804, -1.019, -1.218], [1.481, -1.396, -1.622], [1.639, 0.221, -0.907], [1.751, -2.153, 0.838], [2.506, -0.572, 1.190], [3.154, -1.750, 0.020]], "energy_ev": -7898.150, "total_charge": 1, "e_above_lowest_ev": 1.912, "lumo_ev": -5.7}

=====

- What is the formula in the second record?
  C6H12N